(1)
Entry from OMol25: one molecule with the formula C26H32N4O4S (wB97M-V/def2-TZVPD).

Summary:
Kohn-Sham gap	7.69	eV
largest force on an atom	0.019	Eh/bohr
charge	0
SMILES string	CCN1CCN(CCNC(=O)c2ccc3c(c2)NC(=O)/C(=C\c2ccc(OC)c(OC)c2)S3)CC1
LUMO level	0.004	Eh

The geometry in XYZ format:
```
67
Properties=species:S:1:pos:R:3:forces:R:3:nbo_charge:R:1
C 1.688031 4.879546 0.301671 0.3 0.0 -0.1 -0.64
H 1.100097 5.788208 0.399407 -0.1 0.1 0.0 0.22
H 1.696733 4.372725 1.263659 -0.1 -0.1 0.1 0.20
H 1.205070 4.236567 -0.430186 -0.1 -0.1 0.0 0.20
C 3.111451 5.238146 -0.140856 -0.2 0.1 0.1 -0.20
N 4.030322 4.135211 -0.330183 0.1 -0.1 0.0 -0.45
C 3.683788 3.224903 -1.400169 0.2 -0.1 -0.2 -0.23
H 3.441644 3.803986 -2.293825 0.0 0.0 0.0 0.21
C 4.879076 2.319485 -1.687091 -0.3 0.1 -0.1 -0.22
N 5.207251 1.557074 -0.494851 0.1 0.1 -0.1 -0.47
C 5.534390 2.475150 0.583325 -0.2 0.1 0.3 -0.23
H 5.775153 1.903216 1.481019 0.0 0.0 0.0 0.20
C 4.339533 3.382078 0.865543 0.3 0.0 0.0 -0.22
H 4.590648 4.078915 1.668181 0.0 0.0 0.0 0.21
H 3.492192 2.754129 1.194111 0.0 0.0 0.1 0.16
H 6.404083 3.101483 0.320525 0.0 0.0 0.0 0.17
C 6.249413 0.567593 -0.725474 -0.1 -0.2 0.2 -0.22
H 6.090426 0.138350 -1.717725 0.0 0.0 0.0 0.20
C 6.144390 -0.558166 0.308235 0.2 0.1 -0.1 -0.23
N 4.785005 -1.039960 0.352545 0.0 0.3 0.0 -0.62
C 4.459779 -2.324716 0.078437 0.0 0.2 0.2 0.66
O 5.291895 -3.197622 -0.082106 0.1 -0.2 -0.1 -0.62
C 2.993792 -2.605563 0.013503 -0.3 -0.3 0.0 -0.13
C 2.052640 -1.858517 0.710533 0.0 -0.1 -0.1 -0.23
C 0.701581 -2.178240 0.638430 0.2 -0.4 -0.5 0.21
C 0.292416 -3.248806 -0.158072 -0.2 0.2 0.0 -0.21
C 1.233708 -4.006146 -0.843635 0.0 0.2 0.1 -0.21
C 2.573220 -3.692907 -0.750044 0.2 0.1 0.1 -0.17
H 3.317639 -4.281656 -1.262339 0.1 -0.1 0.0 0.24
H 0.898886 -4.842830 -1.436176 0.0 -0.1 -0.1 0.22
S -1.409669 -3.677509 -0.254063 0.0 0.0 0.3 0.32
C -2.205981 -2.143565 0.199751 -0.2 -0.6 -0.8 -0.33
C -3.335730 -1.883601 -0.495779 0.7 -0.3 0.2 -0.04
C -4.313429 -0.823108 -0.481007 -0.7 0.4 -0.1 -0.13
C -5.237142 -0.798307 -1.528252 0.4 -0.1 0.3 -0.17
C -6.202813 0.187374 -1.609869 -0.3 0.3 0.0 -0.31
C -6.287223 1.178057 -0.642656 0.0 0.0 0.1 0.27
C -5.367126 1.160368 0.433172 -0.1 0.1 -0.1 0.33
C -4.404133 0.175088 0.498741 -0.1 0.2 0.1 -0.29
H -3.720752 0.145513 1.327229 0.0 0.0 0.1 0.26
O -5.521074 2.153464 1.349272 -0.2 -0.1 -0.4 -0.50
C -4.653234 2.173168 2.457922 0.2 0.0 0.2 -0.25
H -4.966186 3.026375 3.057710 0.1 -0.1 0.0 0.20
H -4.735665 1.258134 3.051794 0.0 0.0 0.0 0.18
H -3.611140 2.305430 2.150925 0.0 0.0 0.0 0.18
O -7.197772 2.183586 -0.625015 0.4 -0.2 0.3 -0.48
C -8.159051 2.238174 -1.649333 -0.2 0.0 -0.2 -0.25
H -8.785182 1.339898 -1.663146 0.0 0.0 0.0 0.18
H -7.694458 2.371846 -2.632069 0.0 0.0 0.0 0.18
H -8.778637 3.104772 -1.424149 0.0 -0.1 -0.1 0.20
H -6.894320 0.172982 -2.437331 -0.1 0.0 0.0 0.22
H -5.197035 -1.554890 -2.297917 0.0 -0.1 -0.1 0.21
H -3.539984 -2.616596 -1.270884 0.1 0.0 -0.1 0.20
C -1.577868 -1.407776 1.309125 0.0 0.4 0.4 0.65
O -2.181106 -0.750548 2.139229 -0.1 0.0 0.1 -0.61
N -0.214000 -1.465471 1.398544 0.1 0.2 0.3 -0.61
H 0.166437 -0.888130 2.139153 -0.2 -0.1 -0.1 0.41
H 2.356662 -1.044095 1.352589 0.1 0.1 0.1 0.21
H 4.096504 -0.305377 0.275093 -0.1 -0.1 -0.1 0.41
H 6.788943 -1.396449 0.035424 0.0 0.1 0.1 0.24
H 6.436943 -0.201326 1.301605 0.1 -0.1 -0.1 0.19
H 7.259094 1.007400 -0.699073 0.0 0.0 0.0 0.18
H 4.624220 1.624011 -2.490668 0.0 0.0 0.0 0.20
H 5.728349 2.942753 -2.013770 0.0 0.0 0.0 0.17
H 2.817506 2.589162 -1.144801 0.0 0.0 -0.1 0.17
H 3.560329 5.903109 0.603202 0.0 0.1 -0.1 0.19
H 3.065247 5.780935 -1.089723 0.0 0.1 0.1 0.19
```
Forces are in eV/Å.

---

(2)
Entry from OMol25: C26H32NO5SSc as an isolated structure in a non-equilibrium geometry (wB97M-V/def2-TZVPD).

Summary:
Kohn-Sham gap	4.10	eV
largest force on an atom	0.117	Eh/bohr
charge	0
LUMO level	-0.037	Eh

The geometry in XYZ format:
```
66
Properties=species:S:1:pos:R:3:forces:R:3:nbo_charge:R:1
O 0.762611 2.160185 -2.074015 0.0 -0.8 -0.8 -0.54
C 1.520196 2.551866 -3.292102 -1.0 0.0 0.8 -0.08
C 0.219733 2.966850 -3.955254 -0.3 0.3 0.6 -0.43
H 2.209135 1.777411 -3.652831 -0.4 0.2 0.0 0.19
H 2.010095 3.491461 -3.078848 0.9 0.0 0.2 0.18
C -0.351244 3.039144 -2.494774 1.0 -0.4 -1.2 0.27
H -0.327397 2.196662 -4.482467 0.2 -0.4 -0.1 0.18
H 0.123659 3.866251 -4.547186 0.5 0.4 -0.2 0.21
C -1.777566 2.522076 -2.539501 -0.5 0.4 -0.6 -0.64
H -2.033899 1.535282 -2.177449 0.7 0.2 0.3 0.22
H -2.073739 2.407496 -3.591016 -0.1 0.6 0.1 0.20
H -2.411786 3.290748 -2.075550 -0.2 -0.5 0.0 0.23
C -0.145718 4.337153 -1.716804 -0.1 -0.5 -0.6 -0.64
H 0.915893 4.411284 -1.512287 0.0 0.0 0.6 0.23
H -0.752454 4.319742 -0.804982 0.4 0.2 -0.1 0.24
H -0.344463 5.186835 -2.350171 -0.7 0.5 -0.1 0.21
Sc -0.604435 -0.788713 -0.433009 1.7 2.8 5.1 1.98
C 0.016567 2.337814 3.357009 0.7 0.2 -0.5 -0.34
C 0.823389 1.163604 3.352580 -0.4 0.1 -1.1 -0.37
C 1.545791 1.162286 2.113765 0.2 -0.4 0.9 -0.35
H 0.866307 0.414747 4.152503 0.0 0.2 -0.4 0.19
C 1.270270 2.340908 1.397397 -0.8 0.5 0.8 -0.35
C 0.376035 3.107331 2.210090 -0.5 -0.4 0.1 -0.40
H 0.097011 4.150596 2.079816 -0.2 -0.2 -0.3 0.19
H -0.768122 2.595655 4.075251 0.6 0.1 0.0 0.19
H 2.271831 0.402663 1.835066 -0.2 0.7 0.0 0.21
H 1.713029 2.661097 0.461500 0.1 -0.1 0.1 0.20
C -2.064321 -0.370995 1.749063 -0.6 -1.5 -0.5 -0.22
C -2.056019 0.877544 1.150256 -0.4 -0.4 -1.0 -0.27
C -2.591958 0.757728 -0.154791 0.1 -0.4 0.0 -0.34
H -1.674828 1.774161 1.580087 0.2 0.6 0.5 0.29
C -2.793065 -0.631841 -0.442980 -1.2 0.2 0.5 -0.53
C -2.503712 -1.355345 0.787639 -0.2 0.6 -0.2 -0.48
H -2.742336 -2.408538 0.966624 0.3 0.4 -0.1 0.25
H -1.883552 -0.540747 2.802350 0.5 -0.1 -0.2 0.26
H -2.894513 1.629802 -0.738197 0.4 -0.8 0.4 0.25
H -2.964234 -1.064640 -1.436563 -0.7 0.1 0.5 0.22
O -0.223758 -1.277464 -2.271833 0.7 -2.8 -5.3 -0.70
C -1.005230 -1.038799 -3.580840 0.0 -0.5 0.3 -0.05
C -0.273686 -1.726972 -4.781340 -0.4 0.4 0.6 -0.43
H -1.114788 0.031234 -3.722714 0.1 0.0 0.3 0.23
H -1.987366 -1.501260 -3.419833 0.3 0.2 0.1 0.20
C 0.735592 -2.688836 -4.148694 0.2 -0.1 0.7 -0.43
H 0.266001 -0.950072 -5.354402 -0.5 -0.6 0.0 0.24
H -1.019561 -2.302437 -5.397921 0.8 0.9 0.5 0.24
C 0.457906 -2.663525 -2.633525 -0.8 0.7 -0.3 -0.05
H 1.766989 -2.464623 -4.410607 0.0 0.3 0.2 0.24
H 0.562555 -3.710517 -4.487233 0.0 0.0 0.1 0.24
H 1.303392 -2.790965 -1.971566 0.1 0.1 0.1 0.24
H -0.319377 -3.415033 -2.476653 0.0 0.2 0.5 0.20
O 3.883794 -0.786356 4.064522 0.0 -0.7 -0.5 -0.89
S 3.430374 -1.987516 3.415317 -1.4 0.2 0.5 2.30
O 4.273852 -3.152860 3.416125 0.2 0.3 -0.6 -0.92
N 2.733875 -1.599205 1.976809 -0.9 -0.2 -1.2 -0.79
C 1.414490 -1.794504 1.917379 3.1 0.8 -0.5 0.65
O 0.724534 -1.256447 0.947902 -0.2 -1.9 -0.5 -0.85
C 0.899142 -2.533271 3.074103 -1.3 0.6 0.8 -0.09
C -0.400377 -2.977305 3.348724 0.5 -0.6 1.0 -0.19
C -0.703005 -3.325376 4.683974 0.6 0.2 0.0 -0.22
C 0.306193 -3.284270 5.665670 0.6 -0.3 -0.1 -0.18
C 1.658586 -3.056209 5.324552 -1.0 0.6 -0.6 -0.18
C 1.873461 -2.528575 4.066766 -0.2 -1.1 0.5 -0.29
H -1.130324 -3.162084 2.573995 0.0 0.4 -0.1 0.21
H -1.707231 -3.646770 4.985395 0.4 0.2 -0.3 0.22
H 0.092097 -3.457573 6.719195 -0.2 -0.3 -0.3 0.22
H 2.519669 -3.227996 5.956501 -0.3 0.2 0.4 0.24
```
Forces are in eV/Å.

---

(3)
Entry from OMol25: a 5-piece molecular cluster, C26H32O14 overall in a non-equilibrium geometry (wB97M-V/def2-TZVPD).

Summary:
Kohn-Sham gap	7.89	eV
largest force on an atom	0.044	Eh/bohr
charge	0
SMILES string	O=C1C=C(O)C(=O)C=C1O.O=C1C=C(O)C(=O)C=C1O.O=C1C=C(O)C(=O)C=C1O.CCOCC.CCOCC
LUMO level	-0.056	Eh

The geometry in XYZ format:
```
72
Properties=species:S:1:pos:R:3:forces:R:3:lowdin_charge:R:1
C -1.399118 -2.874452 -21.568340 -0.2 -0.6 0.3 0.08
C -1.953350 -1.950221 -22.359811 0.8 0.4 -0.4 -0.22
C -2.942328 -2.298522 -23.445354 -0.5 -1.7 1.4 -0.29
O -3.324015 -1.429651 -24.186731 0.0 1.0 -0.6 0.10
C -3.445367 -3.675878 -23.456568 0.2 0.8 -1.2 0.08
C -2.894906 -4.602492 -22.680046 1.0 -1.5 1.3 -0.22
C -1.820910 -4.284008 -21.641903 -0.2 1.8 -0.5 -0.29
O -1.340189 -5.137673 -20.941579 -0.1 -0.7 0.2 0.13
O -3.189308 -5.890714 -22.757089 -0.7 0.1 -0.6 0.10
O -1.569246 -0.668604 -22.359382 -0.4 -0.2 -0.2 0.10
H -0.642878 -2.649667 -20.827787 0.0 0.2 -0.1 0.11
H -4.103231 -3.962389 -24.267734 -0.2 0.1 0.2 0.14
H -2.754784 -6.478154 -22.108589 0.2 0.2 0.3 0.09
H -2.045183 -0.261286 -23.113269 0.1 0.1 0.2 0.12
C -0.674418 -5.457111 -17.344574 -0.3 -0.1 -0.1 0.07
C -1.423133 -4.416359 -16.962714 -1.0 -0.3 0.5 -0.23
C -1.143486 -2.990083 -17.303229 1.8 0.0 -0.6 -0.32
O -1.806059 -2.088923 -16.849800 -0.7 0.0 0.2 0.12
C 0.056179 -2.793581 -18.123995 0.2 0.1 0.1 0.06
C 0.783105 -3.837034 -18.551533 0.4 0.5 -0.5 -0.25
C 0.447465 -5.262402 -18.245319 -0.8 -0.1 0.4 -0.33
O 1.099563 -6.146221 -18.753377 0.3 -0.1 -0.2 0.12
O 1.882798 -3.679322 -19.304431 -0.5 -0.6 0.0 0.10
O -2.514075 -4.621446 -16.211230 0.0 0.2 0.0 0.10
H -1.028943 -6.432459 -17.043476 0.4 -0.2 -0.1 0.13
H 0.438554 -1.801909 -18.329793 -0.4 0.1 0.0 0.13
H 2.092076 -4.589709 -19.616684 0.2 0.3 0.2 0.13
H -2.929589 -3.764442 -16.004967 0.2 0.0 -0.1 0.12
C -5.696749 0.929261 -28.288700 0.0 0.7 0.3 0.08
C -6.548513 0.396299 -29.176277 1.0 0.5 -0.3 -0.25
C -7.043937 -0.983444 -29.019236 -0.7 -1.1 0.9 -0.33
O -7.710734 -1.518422 -29.887410 0.2 0.4 -0.3 0.11
C -6.754636 -1.639592 -27.750304 0.4 -0.4 0.3 0.07
C -5.983262 -1.074126 -26.808203 0.0 -0.1 0.3 -0.23
C -5.369167 0.291068 -27.005451 -1.1 -0.3 -1.5 -0.32
O -4.700971 0.791512 -26.143006 0.5 0.2 0.7 0.13
O -5.711368 -1.654201 -25.638947 0.2 0.5 -0.3 0.09
O -6.870534 1.043165 -30.297446 -0.1 -0.1 -0.1 0.11
H -5.317509 1.929033 -28.461698 0.1 0.0 0.1 0.13
H -7.093680 -2.652747 -27.580883 -0.3 0.1 -0.2 0.13
H -5.043805 -1.086707 -25.183180 -0.2 -0.4 -0.1 0.09
H -7.341979 0.427309 -30.884739 -0.1 -0.1 0.2 0.12
C 1.040800 4.434504 -23.487801 0.3 -1.0 0.0 -0.07
C 1.368085 3.618606 -22.239117 0.3 0.4 0.0 -0.30
O 1.225184 2.236172 -22.476121 0.0 -0.1 -0.3 -0.16
C 1.046633 1.468327 -21.293901 -0.1 -0.1 -0.5 -0.28
C 1.622143 0.077464 -21.485513 0.4 0.3 -0.1 -0.07
H -0.032890 4.578864 -23.574681 0.0 0.4 -0.1 0.07
H 1.645257 5.337884 -23.505882 -0.4 0.3 0.1 0.07
H 1.374192 3.856822 -24.354296 -0.1 0.0 0.0 0.08
H 2.410238 3.831011 -21.962261 0.0 -0.1 0.2 0.12
H 0.732476 3.916787 -21.397492 0.0 0.1 0.0 0.11
H 1.531604 1.980490 -20.459004 0.0 -0.1 0.1 0.11
H -0.026963 1.390385 -21.097485 0.0 0.1 0.2 0.11
H 1.273879 -0.546427 -20.663209 0.2 -0.2 -0.1 0.06
H 2.713140 0.113751 -21.517445 0.0 0.0 0.3 0.08
H 1.354478 -0.368226 -22.443244 -0.5 0.1 0.1 0.07
C -3.121424 -7.882420 -19.113679 0.1 0.1 -0.1 -0.07
C -3.039999 -8.963965 -20.164224 0.8 -0.2 0.3 -0.27
O -2.658749 -8.387875 -21.399831 0.4 0.3 0.1 -0.19
C -2.229811 -9.315940 -22.366494 -0.4 0.4 -1.7 -0.26
C -1.762735 -8.567839 -23.623559 -0.2 0.4 -0.1 -0.08
H -2.182488 -7.327957 -19.112162 0.0 0.1 -0.2 0.06
H -3.940251 -7.188457 -19.303209 0.0 0.0 0.2 0.08
H -3.193338 -8.327213 -18.120721 -0.4 0.0 0.0 0.08
H -2.237116 -9.635389 -19.832750 -0.1 -0.2 -0.2 0.12
H -3.947568 -9.563210 -20.277837 -0.2 0.1 0.0 0.12
H -1.388990 -9.964605 -22.106503 -0.2 0.0 0.9 0.12
H -3.099317 -9.917612 -22.654658 0.2 -0.4 0.1 0.12
H -1.074876 -7.753815 -23.383184 0.2 -0.2 0.2 0.08
H -2.558810 -8.088418 -24.196118 -0.3 -0.2 0.3 0.07
H -1.265339 -9.243415 -24.320044 0.1 -0.1 0.2 0.08
```
Forces are in eV/Å.